Record 1
DFT (wB97M-V/def2-TZVPD) results for a structure of composition C8H15BrNO.

Structure (XYZ):
```
26
Properties=species:S:1:pos:R:3:forces:R:3
Br -3.18266 0.02560 2.81502 -0.16 0.10 -0.25
O -4.29429 2.54477 2.60089 -2.85 -0.71 1.89
N -2.14602 2.42280 1.95716 -1.25 -2.26 -0.05
C 1.50092 -1.49641 -0.59046 1.73 -3.60 -1.61
C -0.46712 -0.01262 0.29472 -2.96 -6.66 -9.89
C -0.88245 -0.80738 -0.81235 0.02 1.34 0.09
C 2.05526 -0.80401 -1.84925 0.82 0.91 -0.32
C -3.24327 1.85413 2.36391 2.88 0.74 -0.09
C -0.21624 0.67059 1.23135 -0.35 7.98 8.41
C 3.35345 0.03114 -1.70027 -0.83 -1.41 -0.17
C 0.09379 -1.96924 -0.80330 -2.15 -1.47 1.79
H -4.97425 2.06493 3.21994 1.62 1.11 -1.70
H 2.24909 -1.44093 -2.79049 -1.03 0.54 1.70
H -1.94359 -1.13506 -0.46961 1.03 0.50 -1.53
H 1.37555 0.02208 -2.07131 -0.57 -0.47 -0.55
H -1.22075 1.67908 1.46444 0.32 0.02 0.83
H 3.50152 0.40133 -0.72612 0.07 0.65 1.24
H -2.10606 3.41061 1.87069 -0.31 1.04 -0.17
H 1.49383 -0.99097 0.34170 0.68 1.09 0.60
H 4.23039 -0.48531 -1.99059 0.91 -0.80 -0.11
H 2.13080 -2.44302 -0.40485 -0.72 1.33 -0.12
H 0.60789 0.87100 1.81661 2.34 0.14 1.51
H 3.24227 0.80849 -2.39753 0.15 1.38 -0.71
H -0.07007 -2.49950 -1.71899 0.20 -0.85 -0.35
H -0.35671 -2.56577 0.12407 1.54 0.49 -1.99
H -0.73129 -0.15633 -1.77538 -1.12 -1.10 1.58
```
Positions in Å, forces in eV/Å.

Properties
Frontier orbital gap (alpha / beta)   0.2428 / 0.2254 hartree
⟨S²⟩   2.01
Total charge   +1
Relative energy (zero: lowest compared OMol25 entry of this formula, charge and spin)   117.67 kJ/mol
Lowest unoccupied orbital energy (alpha / beta)   -3.32 / -7.61 eV
Multiplicity   3
Electronic energy   -82103.8849 eV

These are the Mulliken partial charges, in e, on atoms 1 to 5:
1 Br -0.050
2 O -0.420
3 N -0.399
4 C -0.622
5 C 0.300



Record 2
DFT (wB97M-V/def2-TZVPD) results for the molecule C17H17NO3.

Structure (XYZ):
```
38
Properties=species:S:1:pos:R:3:forces:R:3
O 2.77315 2.38379 -0.80663 -0.18 0.14 -0.05
O -5.49193 -1.74243 -0.44441 -0.14 0.29 0.14
O -1.55839 2.70851 -0.39749 -0.10 -0.06 0.06
N 1.52879 -0.01433 0.20464 -0.29 -0.45 0.19
C -4.12220 2.00040 0.68459 0.28 0.02 -0.06
C -1.80654 1.55461 -0.07838 0.17 0.23 -0.08
C -4.96759 -0.53376 -0.08713 -0.11 0.10 0.09
C -4.65175 -2.68348 -1.06373 0.14 -0.14 -0.10
C -0.78201 0.55656 0.16150 0.37 -0.19 0.01
C 3.52020 1.30446 -0.43421 0.28 -0.28 0.09
C -3.21821 1.10792 0.12281 -0.48 0.27 0.04
C 5.08753 -0.90336 0.31286 -0.04 0.06 -0.06
C 3.70760 -0.93510 0.41596 0.07 0.21 -0.09
C -5.86154 0.36136 0.50363 0.04 -0.19 -0.11
C 5.68297 0.25386 -0.17056 -0.10 -0.01 0.00
C 4.90384 1.33475 -0.53616 -0.09 -0.08 0.05
C 0.52210 0.85424 -0.02995 -0.56 0.23 -0.09
C 5.92092 -2.07639 0.73098 0.01 0.05 0.07
C 2.89863 0.14349 0.05514 0.54 0.34 -0.15
C -5.43770 1.61836 0.88266 -0.03 -0.09 -0.03
C -3.64316 -0.15945 -0.26838 0.01 -0.19 -0.05
H -1.08218 -0.41212 0.53445 0.01 -0.12 0.04
H -6.13940 2.30634 1.33031 -0.06 0.05 0.04
H -3.77750 2.98422 0.96286 0.04 0.09 0.00
H 6.73745 -2.23605 0.03020 0.06 -0.08 -0.02
H 0.78747 1.83415 -0.39437 0.01 -0.01 0.02
H -3.82833 -2.98345 -0.40654 -0.02 0.02 -0.03
H -6.88361 0.04602 0.64281 -0.12 -0.04 0.02
H -4.24402 -2.30255 -2.00594 0.00 -0.01 0.04
H -5.27941 -3.54952 -1.26864 0.09 0.04 -0.01
H 3.22826 -1.82913 0.79172 -0.07 -0.11 0.04
H 6.35535 -1.89473 1.71423 0.06 -0.07 0.06
H -2.93979 -0.82685 -0.74147 0.05 -0.09 -0.02
H 5.32188 -2.98169 0.78568 0.01 -0.10 0.01
H 5.37490 2.23264 -0.91455 0.03 0.09 -0.04
H 3.35446 3.08927 -1.11485 -0.05 -0.12 0.05
H 6.75645 0.31211 -0.26333 0.13 0.01 -0.02
H 1.25329 -0.92263 0.55971 0.05 0.20 -0.08
```
Positions in Å, forces in eV/Å.

Properties
Frontier orbital gap   0.3015 hartree
Relative energy (zero: lowest compared OMol25 entry of this formula, charge and spin)   200.06 kJ/mol
Lowest unoccupied orbital energy   0.48 eV
SMILES   COc1cccc(C(=O)/C=C/Nc2cc(C)ccc2O)c1
Electronic energy   -25536.8596 eV

These are the Mulliken partial charges, in e, on atoms 1 to 5:
1 O -0.517
2 O -0.449
3 O -0.647
4 N -0.029
5 C -0.763



Record 3
DFT (wB97M-V/def2-TZVPD) results for the molecule C4H9NO.

Structure (XYZ):
```
15
Properties=species:S:1:pos:R:3:forces:R:3
O -1.93598 1.02972 -0.28684 0.28 -0.16 -0.16
N -0.06050 -0.23000 -0.08020 0.03 0.10 -0.13
C 1.39368 -0.40668 1.89144 0.03 -0.03 0.03
C -1.10513 0.29510 -0.79279 -0.05 0.05 0.00
C -1.13975 -0.08827 -2.25948 -0.05 0.01 -0.09
C 0.37997 0.43480 1.13516 0.00 0.10 0.17
H 2.22879 -0.70086 1.24327 -0.11 0.06 0.09
H 0.93805 -1.31576 2.29438 0.05 0.10 -0.07
H -1.71186 -1.00753 -2.41273 0.03 0.10 0.07
H 0.81895 1.40908 0.87506 -0.06 -0.11 0.09
H 1.81028 0.17198 2.72089 -0.06 -0.12 -0.08
H -1.63063 0.72099 -2.80216 0.03 -0.15 0.05
H 0.65113 -0.71691 -0.60496 -0.08 0.11 0.03
H -0.50440 0.63943 1.74187 0.12 -0.05 -0.04
H -0.13259 -0.23509 -2.66289 -0.17 -0.01 0.04
```
Positions in Å, forces in eV/Å.

Properties
Frontier orbital gap   0.3847 hartree
Relative energy (zero: lowest compared OMol25 entry of this formula, charge and spin)   26.84 kJ/mol
Lowest unoccupied orbital energy   0.90 eV
SMILES   CCNC(C)=O
Electronic energy   -7832.0417 eV

These are the Mulliken partial charges, in e, on atoms 1 to 5:
1 O -0.621
2 N -0.214
3 C -1.147
4 C 0.599
5 C -0.992



Record 4
DFT (wB97M-V/def2-TZVPD) results for a structure of composition C4H7N3.

Structure (XYZ):
```
14
Properties=species:S:1:pos:R:3:forces:R:3
N -1.41311 -3.02821 1.89396 0.22 1.00 -0.32
N -1.40729 0.44984 1.63033 0.21 -0.38 -0.20
N 0.06642 -0.57371 0.09919 0.51 -0.67 0.30
C -1.16419 -1.95251 1.55073 -0.31 -0.99 0.41
C 1.39350 0.90273 -1.53573 0.28 -0.08 -0.10
C 0.12264 0.51387 -0.82945 -0.94 -0.81 -1.84
C -0.87410 -0.58713 1.11348 0.10 0.13 -0.09
H 1.01981 1.54413 -2.34311 0.38 -0.08 0.02
H -0.33240 -0.26130 -1.85531 -0.29 3.69 2.15
H -2.05482 0.20762 2.38023 0.22 0.01 -0.18
H -0.24095 1.41401 -0.24375 -0.83 -0.91 -1.61
H 0.03383 -1.35979 -0.53425 0.12 -0.89 1.34
H 1.81079 0.00391 -1.98842 0.44 0.18 -0.06
H 2.14371 1.46754 -0.97602 -0.12 -0.21 0.18
```
Positions in Å, forces in eV/Å.

Properties
Frontier orbital gap   0.3635 hartree
Relative energy (zero: lowest compared OMol25 entry of this formula, charge and spin)   240.20 kJ/mol
Lowest unoccupied orbital energy   0.35 eV
Electronic energy   -8729.1898 eV

These are the Mulliken partial charges, in e, on atoms 1 to 5:
1 N -0.376
2 N -0.670
3 N -0.308
4 C 0.088
5 C -1.120